Molecular formula: C25H63NNbO10
Method: DFT, wB97M-V/def2-TZVPD

XYZ file:
```
100
Properties=species:S:1:pos:R:3:mulliken_charge:R:1
C -1.400 -0.449 -4.390 -0.840
C -0.247 -0.514 -3.691 0.262
C 0.732 -1.615 -3.706 -1.228
Nb 0.460 -3.302 -2.149 -0.107
N 2.074 -4.406 -2.913 -0.814
O 1.684 -2.244 -0.942 -0.719
C 0.167 -5.144 -0.818 -0.975
O 1.168 -5.098 0.218 -0.190
C 0.648 -4.742 1.467 -0.572
C -1.397 -2.481 -1.165 -1.826
C -1.225 -1.627 0.116 2.142
C -2.079 -2.198 1.273 -1.934
C -1.640 -0.156 -0.133 -1.085
H -2.218 0.192 -4.077 0.227
H -1.554 -1.028 -5.296 0.266
H -0.007 0.351 -3.069 0.220
H 0.694 -2.114 -4.682 0.519
H 1.755 -1.239 -3.574 0.389
H -0.611 -4.071 -3.416 -0.010
H 2.846 -3.762 -3.072 0.229
H 2.420 -5.041 -2.197 0.239
H 1.688 -1.299 -1.122 0.232
H 0.346 -6.048 -1.407 0.337
H -0.844 -5.204 -0.405 0.450
H 1.333 -5.091 2.245 0.212
H -0.332 -5.205 1.642 0.352
H 0.529 -3.654 1.564 0.113
H -2.013 -3.351 -0.904 0.624
H -2.008 -1.929 -1.888 0.572
H -0.203 -1.615 0.501 0.255
H -2.168 -3.283 1.212 0.446
H -1.600 -1.987 2.239 0.317
H -3.070 -1.739 1.308 0.457
H -0.791 0.522 -0.032 -0.155
H -2.381 0.187 0.598 0.287
H -2.065 -0.018 -1.128 0.301
C -0.315 5.300 2.749 -0.488
O -0.044 4.374 3.785 -0.435
C -0.958 3.291 3.801 -0.507
C -0.415 2.069 3.098 -0.526
O -0.229 2.311 1.718 -0.060
C 1.111 2.575 1.352 -0.584
H 0.554 5.948 2.646 0.287
H -0.485 4.793 1.798 0.056
H -1.189 5.916 2.992 0.369
H -1.905 3.587 3.336 0.187
H -1.158 3.046 4.849 0.429
H -1.141 1.255 3.193 0.300
H 0.521 1.745 3.564 0.410
H 1.702 1.653 1.349 0.318
H 1.578 3.302 2.021 0.471
H 1.093 2.985 0.344 -0.179
C -0.257 6.486 -0.689 -0.452
O 1.025 5.891 -0.792 -0.349
C 1.130 4.972 -1.867 -0.160
C 1.810 5.580 -3.072 -0.833
O 1.053 6.636 -3.641 -0.377
C 1.500 7.922 -3.267 -0.698
H -0.176 7.346 -0.025 0.324
H -0.624 6.827 -1.660 0.424
H -0.980 5.783 -0.262 -0.109
H 0.142 4.592 -2.145 0.219
H 1.731 4.126 -1.521 0.369
H 1.921 4.809 -3.838 0.410
H 2.809 5.933 -2.796 0.370
H 2.423 8.186 -3.797 0.324
H 1.675 7.992 -2.191 0.294
H 0.722 8.631 -3.547 0.239
C 3.802 -6.991 1.542 -0.754
O 4.371 -8.294 1.484 -0.378
C 5.499 -8.465 2.311 -0.498
C 5.155 -9.174 3.603 -0.468
O 4.294 -8.407 4.425 -0.382
C 2.934 -8.784 4.335 -0.713
H 2.816 -7.030 1.084 0.265
H 3.703 -6.643 2.573 0.303
H 4.415 -6.282 0.978 0.342
H 5.973 -7.502 2.528 0.315
H 6.220 -9.080 1.761 0.393
H 6.076 -9.345 4.171 0.370
H 4.707 -10.148 3.381 0.306
H 2.752 -9.722 4.874 0.309
H 2.616 -8.900 3.297 0.325
H 2.347 -7.993 4.797 0.249
C -5.017 5.879 0.079 -0.885
O -3.751 5.266 -0.031 -0.280
C -3.731 3.910 0.397 0.027
C -3.782 2.939 -0.757 0.019
O -5.011 3.016 -1.462 -0.454
C -4.928 3.759 -2.661 -0.678
H -4.984 6.801 -0.501 0.240
H -5.810 5.238 -0.315 0.364
H -5.243 6.129 1.122 0.313
H -4.556 3.718 1.091 0.446
H -2.789 3.751 0.934 -0.201
H -3.691 1.927 -0.356 -0.010
H -2.938 3.108 -1.433 0.255
H -4.415 3.186 -3.442 0.294
H -4.403 4.707 -2.513 0.284
H -5.946 3.964 -2.988 0.249
```

## Properties
LUMO energy   2.26 eV
Max |F|   2.37 eV Å⁻¹
Gap between HOMO and LUMO   0.229 Ha
Charge   -1
Electronic energy   -1854.1420 a.u.
Highest occupied orbital energy   -3.966 eV
Molecular weight   630.68 g/mol

---

Molecular formula: C16H31Br2ClNO5PS
Method: DFT, wB97M-V/def2-TZVPD

XYZ file:
```
58
Properties=species:S:1:pos:R:3:nbo_charge:R:1
C 1.740 3.505 1.965 -0.618
C 2.786 2.475 1.269 -0.413
C 3.015 1.132 2.111 -0.414
C 3.188 -0.202 1.241 -0.441
C 2.017 -0.497 0.193 0.073
C 2.554 -1.145 -1.203 -0.433
C 3.760 -0.339 -1.867 -0.428
C 3.445 1.184 -2.260 -0.542
S 1.736 1.504 -2.899 -0.051
O 1.160 -1.518 0.778 -0.559
C -0.185 -1.090 0.966 0.026
Cl -0.335 0.448 2.007 -0.053
C -1.029 -0.956 -0.431 -0.096
C -1.234 -2.429 -0.991 -0.571
C -1.209 -2.495 -2.611 0.438
O -0.150 -2.346 -3.272 -0.526
N -2.202 -0.089 -0.235 -0.511
C -1.937 1.231 -0.867 -0.443
C -3.516 -0.649 -0.520 -0.058
Br -4.085 -0.602 -2.443 -0.060
C -4.629 0.265 0.282 -0.257
C -5.338 1.381 -0.614 -0.669
Br -3.912 0.974 2.018 0.013
P -0.982 -2.463 2.061 2.241
O -0.440 -3.864 1.748 -1.078
O -0.437 -2.101 3.652 -0.979
O -2.668 -2.353 2.128 -0.959
H 2.114 3.896 2.967 0.211
H 1.586 4.354 1.200 0.210
H 0.711 3.035 2.125 0.209
H 3.792 3.029 1.172 0.205
H 2.407 2.324 0.207 0.192
H 2.226 1.042 2.947 0.219
H 4.012 1.276 2.677 0.208
H 3.172 -1.079 1.991 0.233
H 4.236 -0.189 0.803 0.215
H 1.448 0.449 -0.140 0.198
H 2.844 -2.252 -1.062 0.229
H 1.646 -1.154 -1.896 0.239
H 4.003 -0.883 -2.856 0.219
H 4.734 -0.413 -1.254 0.214
H 4.160 1.449 -3.125 0.245
H 3.765 1.841 -1.387 0.228
H 0.841 1.653 -1.849 0.120
H -0.326 -0.424 -1.178 0.244
H -0.289 -3.023 -0.690 0.294
H -2.102 -3.023 -0.562 0.228
H -2.191 -2.728 -3.138 0.145
H -2.638 2.036 -0.434 0.233
H -0.887 1.562 -0.520 0.214
H -1.902 1.226 -2.005 0.210
H -3.714 -1.702 -0.155 0.242
H -5.467 -0.460 0.599 0.231
H -5.830 2.122 0.123 0.233
H -6.220 0.959 -1.222 0.237
H -4.647 2.004 -1.263 0.227
H 0.379 -2.625 3.834 0.516
H -2.976 -3.264 1.887 0.516
```

## Properties
LUMO energy   0.21 eV
Max |F|   4.46 eV Å⁻¹
Gap between HOMO and LUMO   0.349 Ha
Electronic energy   -7406.8950 a.u.
Highest occupied orbital energy   -9.285 eV
Molecular weight   575.73 g/mol
SMILES string   CCCC[C@@H](CCCS)O[C@@](Cl)([C@@H](CC=O)N(C)[C@H](Br)[C@H](C)Br)P(=O)(O)O